{
  "formula": "C24H37N3P2STi",
  "method": "ωB97M-V/def2-TZVPD",
  "multiplicity": 2,
  "e_homo_ev": [-7.8, -7.3],
  "total_charge": 1,
  "homo_lumo_gap_ev": [4.71, 4.32],
  "fmax_ev_per_a": 2.11,
  "symbols": ["C", "C", "C", "C", "C", "C", "C", "C", "C", "C", "C", "C", "C", "H", "H", "H", "H", "H", "H", "H", "N", "Ti", "C", "H", "H", "C", "H", "H", "P", "P", "C", "H", "H", "H", "C", "H", "H", "H", "C", "H", "H", "H", "C", "H", "H", "H", "H", "H", "C", "C", "N", "C", "S", "N", "C", "C", "H", "H", "H", "H", "H", "H", "H", "H", "H", "H", "H", "H"],
  "coordinates": [[-4.76231, -2.44004, -0.23512], [-3.72590, -1.90706, -0.97909], [-3.68994, -0.48837, -1.13843], [-4.45860, 0.34627, -0.35981], [-5.51628, -0.21881, 0.36711], [-5.66139, -1.60108, 0.42103], [-3.89662, 1.71860, -0.19672], [-3.47525, 2.30441, -1.49846], [-2.71401, 1.46476, -2.27687], [-1.83525, 1.95784, -3.29101], [-1.92707, 3.29584, -3.62342], [-2.78700, 4.13774, -2.92201], [-3.55506, 3.65297, -1.87041], [-4.80011, -3.51710, -0.07384], [-6.20498, 0.42302, 0.90285], [-6.48377, -2.06438, 0.97167], [-4.50881, 2.37530, 0.42388], [-1.24656, 3.70758, -4.36303], [-2.85629, 5.17572, -3.23721], [-4.22720, 4.31635, -1.32749], [-2.73686, 0.08756, -1.98530], [-1.21052, 0.14206, -0.78127], [-2.53345, -2.71655, -1.37253], [-2.33750, -2.68704, -2.45032], [-2.64248, -3.76043, -1.05068], [-0.70740, 1.10773, -3.76664], [-1.03554, 0.19689, -4.28671], [-0.04310, 1.66387, -4.43923], [-1.02091, -2.16657, -0.49878], [0.41144, 0.59493, -2.40357], [1.44323, 2.04717, -2.08293], [2.17634, 1.81377, -1.30013], [1.97617, 2.29464, -3.00760], [0.83760, 2.90438, -1.76699], [1.54124, -0.57736, -3.14984], [1.97381, -0.08931, -4.03088], [2.34176, -0.81971, -2.43865], [1.00955, -1.48370, -3.45959], [-1.23531, -2.76198, 1.19843], [-1.45288, -3.83316, 1.13630], [-0.31273, -2.61081, 1.77023], [-2.05888, -2.24759, 1.70377], [0.30354, -3.18706, -1.11317], [1.19387, -3.05867, -0.48241], [-0.04725, -4.22482, -1.04536], [0.54617, -2.94587, -2.15333], [-2.85543, 1.56479, 0.35870], [0.45341, -0.34263, 2.15409], [3.71204, 0.50387, 5.75133], [3.47567, -0.37486, 4.54004], [2.66836, 0.37415, 3.50825], [2.77416, 0.06277, 2.20048], [1.39256, -0.20805, 1.17413], [3.98180, -0.06989, 1.66007], [5.19118, 0.68177, 2.11018], [6.40460, -0.21087, 2.01137], [4.14029, 1.48589, 5.47403], [4.41121, 0.00837, 6.44498], [2.76721, 0.67530, 6.29704], [4.40803, -0.66261, 4.07881], [2.93007, -1.28041, 4.80546], [1.68282, 0.51652, 3.80168], [3.98816, -0.33002, 0.64599], [5.27745, 1.57113, 1.48299], [5.00516, 1.00909, 3.13395], [6.64523, -0.38190, 0.95053], [7.26582, 0.27244, 2.48646], [6.23271, -1.18680, 2.49298]],
  "forces_ev_per_a": [[0.5, 0.1, 0.3], [-0.1, 0.7, 0.3], [0.8, -0.3, -0.8], [-1.1, -0.5, 0.8], [0.2, 0.0, 0.0], [-0.7, 0.0, -0.2], [1.0, -0.1, 0.6], [-0.1, 1.5, -0.4], [0.2, -1.0, -0.7], [-0.4, 0.0, 0.9], [0.4, 0.0, 0.4], [-0.6, 0.1, -0.3], [-0.1, 0.0, 0.1], [-0.1, 0.2, -0.1], [0.1, 0.0, 0.2], [0.2, 0.3, -0.1], [0.1, 0.0, -0.1], [-0.1, 0.0, 0.0], [-0.1, -0.1, 0.2], [0.3, 0.0, 0.0], [0.6, -0.9, -0.7], [0.1, 1.3, 1.7], [0.0, -1.1, -0.4], [0.1, 0.0, 0.1], [-0.4, 0.0, -0.4], [0.6, -0.4, -1.0], [0.0, 0.1, 0.1], [-0.4, 0.0, -0.3], [0.0, 2.0, 0.2], [-0.7, -0.1, 0.9], [0.5, 0.3, -0.5], [-0.2, 0.1, -0.1], [0.2, 0.2, 0.2], [0.1, -0.3, -0.1], [0.6, 0.2, -0.9], [0.3, -0.4, -0.1], [-0.2, -0.1, -0.2], [0.2, 0.3, 0.1], [-0.2, -0.8, 0.1], [0.0, -0.1, 0.4], [-0.1, -0.1, -0.1], [0.1, -0.1, -0.2], [0.2, -1.2, -0.1], [-0.2, 0.0, -0.2], [0.5, -0.1, -0.1], [-0.1, -0.1, 0.4], [-1.6, 0.5, -0.1], [0.7, 0.0, -0.2], [0.0, 0.2, 0.5], [-0.3, 0.8, -0.1], [-1.1, -0.7, 0.2], [0.6, 0.0, 0.9], [-1.0, 0.0, -0.3], [-0.2, 0.3, -1.4], [-0.5, -0.3, 0.2], [0.3, -0.2, -0.2], [-0.2, -0.5, 0.1], [-0.3, 0.2, -0.3], [0.4, 0.0, -0.2], [0.1, -0.2, -0.1], [0.0, 0.0, 0.0], [1.1, -0.1, -0.2], [0.0, 0.2, 1.3], [0.0, 0.0, 0.0], [0.1, 0.1, -0.2], [0.1, -0.1, 0.4], [-0.1, -0.1, -0.2], [0.1, 0.4, -0.1]]
}